C17H31FN5O10S3 | the ωB97M-V functional and the def2-TZVPD basis

Structure (XYZ):
```
67
Properties=species:S:1:pos:R:3:forces:R:3
C -4.9890 -1.1002 -0.4294 0.834 0.979 0.332
C -4.8294 0.3064 -1.1543 -1.003 -2.227 0.130
N -3.4524 0.3362 -1.7712 0.524 2.308 -0.783
C -2.6872 1.4560 -1.3647 -0.628 -2.644 0.554
N -2.8069 2.6769 -1.7593 0.627 -0.447 1.819
C -1.7463 3.4820 -1.0934 2.620 1.417 -2.957
O -2.0150 4.8234 -0.7937 -1.927 -2.366 0.983
N -1.0238 5.6080 -1.5046 0.736 1.244 -1.520
O -1.5306 6.2915 -2.2798 0.254 -0.071 0.698
C -0.9811 2.5615 -0.0823 -0.535 2.564 1.624
F 0.3792 2.7397 -0.3973 -1.176 -1.202 -0.701
N -1.1569 3.2365 1.2259 0.781 -1.073 -0.880
C -0.1011 3.1546 1.8652 0.198 -1.613 2.058
S 1.0595 2.6613 2.8022 -0.807 1.262 -0.925
C -1.5607 1.1050 -0.2954 -0.130 1.330 -2.351
C -0.4808 0.1734 -0.9716 -0.506 -0.898 0.339
C -0.8221 -1.3562 -0.8258 1.369 0.193 0.350
C 0.1913 -2.1620 -1.7238 -0.132 0.641 0.230
O -0.2086 -3.5200 -1.8692 -0.269 0.723 0.114
O -2.3511 0.4948 0.7206 1.844 -0.201 1.026
C -1.6374 0.2547 1.8401 -2.682 1.135 -3.559
N -1.2733 0.3711 2.9005 1.495 -0.542 2.891
H -4.1930 -1.7910 -0.7896 -0.801 0.422 0.001
H -5.9915 -1.5430 -0.5748 0.587 0.321 0.253
H -4.7437 -0.9130 0.6418 -0.554 -0.486 -0.623
H -5.0227 1.1196 -0.4273 0.308 -0.274 -0.649
H -5.5733 0.3249 -1.9849 0.600 0.417 0.630
H -3.5285 0.4020 -2.7935 -0.264 -0.206 0.362
H -3.5080 3.0282 -2.4185 0.288 -0.066 0.250
H -1.0005 3.5714 -1.9350 -0.276 -0.373 0.684
H 0.5152 0.3169 -0.4922 -0.769 0.280 -0.425
H -0.4020 0.4133 -2.0600 0.009 0.103 0.803
H -1.8810 -1.5971 -1.0414 0.705 0.149 -0.075
H -0.5659 -1.6387 0.2279 -0.595 0.132 -0.683
H 0.2695 -1.6316 -2.7064 -0.233 -0.833 0.404
H 1.2248 -2.1325 -1.2924 -0.797 0.132 -0.103
H -0.7977 -3.7112 -1.1219 0.325 -0.306 -0.349
O 5.8293 7.7775 5.2548 0.013 -0.118 -0.331
S 5.3783 6.4204 5.3031 -0.325 -0.220 0.533
O 5.8855 5.4307 4.4014 0.065 0.270 -0.093
O 3.7745 6.4045 5.2353 0.277 -0.055 0.300
C 3.1369 7.1001 4.1578 -0.329 0.239 -0.686
C 3.1845 6.3023 2.8683 0.278 -0.135 -0.102
C 5.5352 5.8183 6.9542 -0.139 -0.016 0.077
H 3.5768 8.0910 4.0252 0.129 -0.083 0.129
H 2.0979 7.2468 4.4547 0.130 -0.094 0.286
H 4.2059 6.2233 2.4938 -0.042 0.020 0.005
H 2.5775 6.7809 2.0974 -0.034 0.042 0.085
H 2.8200 5.2855 3.0283 -0.061 0.086 0.024
H 5.0950 6.5427 7.6359 0.011 -0.010 -0.061
H 6.5966 5.7002 7.1648 -0.007 0.043 -0.127
H 5.0303 4.8574 7.0283 0.023 0.036 -0.042
O -0.7379 -7.0770 -1.6905 -0.136 -0.287 0.039
S -0.6970 -7.6362 -3.0108 0.492 0.240 -0.586
O -1.5011 -8.7615 -3.3742 -0.078 0.079 0.366
O 0.8255 -7.9412 -3.3992 -0.391 0.402 -0.042
C 1.6084 -8.7458 -2.5044 0.412 -0.682 0.443
C 1.2951 -10.2220 -2.6546 -0.314 -0.066 -0.014
C -0.9677 -6.3472 -4.1853 0.158 0.101 -0.089
H 1.4721 -8.4155 -1.4722 -0.149 0.118 -0.100
H 2.6527 -8.5700 -2.7636 -0.153 0.248 -0.182
H 0.2851 -10.4462 -2.3093 0.049 0.004 0.009
H 1.9940 -10.8226 -2.0707 0.041 0.085 -0.024
H 1.3537 -10.5244 -3.7012 0.095 0.027 0.044
H -0.3135 -5.5110 -3.9460 -0.026 -0.050 0.049
H -2.0102 -6.0430 -4.1098 0.011 -0.109 0.078
H -0.7613 -6.7310 -5.1822 -0.020 -0.042 0.060
```
Positions in Å, forces in eV/Å.

Output
Frontier orbital gap, eV: 7.33
Total energy, eV: -81264.854
Total charge: +1